Entry 1:
{
  "formula": "C48H50F3NO9P3S3Ti",
  "method": "ωB97M-V/def2-TZVPD",
  "symbols": ["H", "C", "H", "C", "C", "H", "C", "H", "P", "H", "H", "O", "H", "S", "C", "C", "C", "H", "C", "O", "C", "C", "H", "O", "O", "H", "H", "C", "H", "C", "H", "H", "H", "C", "H", "H", "H", "C", "F", "C", "C", "C", "C", "H", "F", "C", "S", "C", "O", "O", "C", "H", "Ti", "C", "C", "C", "H", "H", "C", "H", "C", "H", "H", "P", "C", "C", "C", "H", "H", "H", "C", "H", "C", "H", "H", "H", "C", "O", "O", "C", "H", "C", "H", "C", "H", "H", "C", "H", "H", "C", "H", "S", "C", "C", "H", "H", "F", "C", "C", "C", "C", "N", "H", "O", "H", "C", "H", "H", "H", "C", "H", "C", "H", "C", "H", "P", "C", "H"],
  "xyz": [[6.385, 4.174, -3.330], [-2.810, 5.170, -2.901], [-7.870, -2.176, 2.110], [-1.004, 4.549, -1.419], [4.206, 5.551, -2.106], [6.073, 4.641, 0.385], [2.085, -1.625, -4.251], [-1.985, 3.344, 3.329], [-3.618, -3.281, 0.229], [1.564, -3.131, -0.200], [2.441, 3.347, 1.133], [-2.856, -2.562, 1.359], [-3.798, 7.021, -2.463], [-0.846, -0.315, 3.680], [-6.442, -4.563, 2.031], [3.006, 6.208, -2.287], [-3.282, -5.936, -0.443], [-2.384, 7.509, -0.492], [-5.278, -2.532, 2.902], [2.961, 2.320, -0.955], [1.828, -3.965, 1.749], [-7.164, -2.277, 1.284], [-4.927, -1.525, 2.691], [0.366, -0.049, 4.395], [-3.352, -2.782, -1.149], [-4.853, -5.123, -1.701], [5.131, 6.057, -2.353], [6.438, 1.454, -0.226], [4.810, -1.237, 1.020], [2.592, -1.428, 2.545], [-1.451, -6.729, 0.374], [7.445, 1.830, -0.360], [2.781, -2.252, 4.507], [5.360, 2.207, -0.688], [2.120, -4.534, 3.797], [3.567, -3.067, -3.675], [-6.803, -1.289, 1.002], [-1.861, -6.459, -0.601], [-2.919, 0.693, -0.718], [2.951, -1.851, -2.021], [1.873, -2.936, 0.818], [1.460, 3.358, 1.598], [-0.931, 3.432, 1.469], [-5.584, -5.178, 2.304], [-3.338, 1.419, 1.276], [6.513, 4.427, -0.589], [-2.493, 0.074, 4.618], [-3.878, -5.602, -1.805], [-5.167, -3.232, 0.499], [-0.533, -3.374, -1.828], [1.283, -0.191, -2.495], [7.101, -0.338, 0.744], [-1.613, -1.101, 1.329], [-3.014, 6.333, -2.176], [-1.812, 4.282, -2.519], [3.866, 0.438, 0.087], [-4.009, -6.534, -2.357], [-1.666, 3.359, -3.068], [2.928, -2.257, -3.346], [6.698, 5.372, -1.100], [-1.223, 5.721, -0.693], [-4.162, -7.893, -0.247], [7.479, 3.946, -0.434], [0.294, 3.312, -1.012], [-2.219, 6.606, -1.068], [4.091, 1.678, -0.512], [0.140, 3.318, 3.614], [2.065, -1.944, -5.286], [-4.430, -3.133, 3.224], [-6.940, -5.007, 1.168], [1.375, 3.304, 2.980], [2.998, 7.219, -2.675], [6.249, 0.229, 0.391], [-5.186, -6.575, 0.347], [0.645, 0.613, -2.150], [7.178, 2.737, -2.661], [2.269, -1.657, 1.206], [-0.879, 0.400, 2.304], [-3.157, -4.787, 0.442], [1.810, 5.584, -1.956], [-1.845, 3.447, 0.887], [2.119, -0.826, -1.578], [-3.438, 4.944, -3.754], [1.270, -0.587, -3.826], [2.834, -0.423, 2.875], [0.075, 3.230, 4.691], [4.964, -0.277, 0.541], [0.613, -0.089, -4.528], [-3.227, -4.938, -2.368], [-3.166, 0.274, 0.559], [-0.614, 5.926, 0.180], [-1.155, -2.084, -1.607], [6.218, 3.243, -2.785], [-1.014, 3.386, 2.852], [-1.848, -7.340, -1.245], [-7.676, -2.724, 0.431], [-4.417, -0.287, 0.506], [2.558, -2.459, 3.468], [3.037, 3.630, -1.349], [4.250, 4.245, -1.620], [1.800, 4.288, -1.465], [-0.836, -1.449, -0.276], [0.877, 6.116, -2.084], [-0.905, -1.739, 3.104], [5.568, 2.604, -3.383], [-4.162, -6.941, 0.286], [3.620, -2.338, -1.321], [-7.141, -4.549, 2.869], [-1.237, -5.683, -1.044], [0.303, 3.427, 0.824], [-5.993, -2.477, 3.726], [5.579, 3.528, -1.415], [1.500, -4.949, 1.437], [-5.989, -3.146, 1.706], [2.282, 3.232, 3.567], [2.120, -0.180, 0.148], [2.177, -3.733, 3.070], [-3.786, -7.104, 1.296]],
  "lowdin_charge": [0.0814, -0.0897, 0.0877, -0.4000, -0.0379, 0.1002, -0.0938, 0.1060, 0.3236, 0.0778, 0.0941, -0.3378, 0.0963, 0.0477, -0.0333, -0.0782, -0.6065, 0.0997, -0.0325, -0.0401, -0.0766, -0.0247, 0.0721, -0.3503, -0.3419, 0.0869, 0.1060, -0.0358, 0.1017, -0.1253, 0.0884, 0.1049, 0.1063, -0.0978, 0.0979, 0.0988, 0.0842, -0.0216, 0.0257, -0.0915, -0.1022, -0.0876, -0.1206, 0.0801, 0.0332, -0.0292, 0.2905, -0.0360, -0.1337, -0.4418, -0.1496, 0.0991, 0.9829, -0.0974, -0.0989, -0.2535, 0.0896, 0.0962, -0.0823, 0.0733, -0.1104, 0.0861, 0.0732, 1.1534, -0.0846, -0.1955, -0.0914, 0.0971, 0.0910, 0.0841, -0.0794, 0.0993, -0.0741, 0.0690, 0.0564, 0.0825, -0.3960, -0.4976, -0.1385, -0.0718, 0.1002, -0.3739, 0.0984, -0.0923, 0.1108, 0.1061, -0.0777, 0.1028, 0.0789, -0.5372, 0.1147, 0.8853, -0.0157, -0.0879, 0.0875, 0.0870, 0.0251, -0.0843, -0.2088, -0.0965, -0.2506, -0.4262, 0.0946, -0.4733, 0.0981, -0.0327, 0.1066, 0.0878, 0.0702, -0.3598, 0.0948, -0.4281, 0.1006, -0.5939, 0.1014, 1.1494, -0.0882, 0.0899],
  "homo_energy_ev": -5.71,
  "charge": -1
}

Entry 2:
{
  "formula": "C48H50InN9O4P2S3",
  "method": "ωB97M-V/def2-TZVPD",
  "symbols": ["C", "N", "O", "C", "H", "H", "H", "O", "C", "N", "H", "H", "P", "N", "H", "H", "C", "C", "C", "C", "H", "H", "C", "C", "H", "H", "C", "C", "H", "H", "H", "H", "H", "N", "C", "C", "C", "O", "N", "C", "C", "H", "H", "H", "H", "H", "C", "In", "H", "H", "C", "H", "H", "S", "C", "N", "H", "C", "H", "H", "H", "C", "H", "H", "H", "C", "C", "H", "H", "H", "H", "H", "H", "H", "H", "C", "C", "H", "C", "C", "N", "C", "C", "C", "N", "S", "C", "C", "C", "H", "P", "H", "C", "H", "C", "O", "C", "C", "C", "C", "C", "C", "C", "C", "S", "H", "C", "H", "C", "H", "C", "H", "H", "H", "N", "C", "C"],
  "xyz": [[-0.664, -2.678, 3.549], [1.790, 5.000, -0.405], [-11.526, 0.957, 1.984], [3.425, -7.348, -3.762], [-2.137, 0.136, 5.629], [-9.625, 0.744, -2.494], [-0.956, 4.377, -1.450], [-9.442, 1.042, 3.233], [5.481, 2.558, -1.605], [1.387, 2.237, 1.128], [2.657, 0.991, -2.577], [6.053, 3.454, -1.813], [2.865, -1.118, -0.586], [-1.246, -0.414, 3.839], [-2.586, 1.183, -1.370], [2.057, 1.347, 2.824], [0.599, 3.773, 3.458], [4.988, -3.852, 2.333], [0.172, -3.360, -2.224], [3.863, -2.117, 0.509], [-0.734, 5.251, 2.626], [5.406, -4.603, 3.011], [5.235, 0.433, -0.414], [2.064, 3.435, 3.162], [3.927, 4.930, -0.253], [-3.514, 0.928, 2.577], [4.306, 2.277, -2.281], [-2.362, -2.913, -3.288], [-4.973, 1.243, -2.072], [5.905, -4.808, 0.683], [2.855, -1.199, 2.172], [-0.706, 5.709, -0.353], [2.262, -1.814, -2.890], [-7.908, 1.073, 0.863], [-3.887, 0.971, 1.560], [3.559, 1.145, -2.000], [5.955, 1.581, -0.696], [-1.298, 0.860, 3.441], [-1.363, 3.373, 1.967], [2.285, 2.226, 2.268], [3.077, 5.101, -0.915], [5.090, -3.155, -0.957], [3.319, 2.166, 1.917], [6.907, 1.735, -0.225], [1.837, -4.410, -4.328], [0.370, -1.190, -2.371], [-1.777, -0.708, 5.055], [-0.712, 1.327, 1.181], [1.349, 3.137, 0.685], [2.563, 3.261, 4.140], [-0.684, -4.426, -2.547], [-0.325, -5.415, -2.364], [-7.090, 0.725, -2.402], [-0.085, 1.936, -3.648], [2.335, -5.193, -3.780], [-0.338, 1.922, -0.886], [2.534, 4.282, 2.683], [-3.417, 1.098, -0.670], [-5.974, 0.787, 2.092], [3.957, -8.168, -1.880], [-1.954, 3.120, 2.762], [-5.705, 0.996, -0.030], [4.046, 2.932, -3.082], [3.719, -2.670, -2.417], [-2.107, -2.266, 6.545], [-0.661, -1.376, 3.057], [3.076, -6.183, -1.709], [-1.796, -0.848, -3.397], [3.922, -2.745, 3.819], [0.333, 4.513, 1.464], [5.604, -0.266, 0.334], [1.344, 5.478, -3.494], [-2.551, -5.069, -3.228], [0.605, 4.533, 4.250], [-1.979, 3.750, 1.258], [-5.252, 0.860, 1.290], [-1.936, -4.205, -3.065], [2.874, -6.317, -5.549], [-7.179, 0.974, -0.223], [3.539, -2.004, 1.858], [-2.968, 1.069, 0.592], [1.009, 5.242, -1.443], [-9.238, 0.977, 0.703], [4.760, -3.076, 0.085], [1.727, 5.435, -2.579], [-10.223, 1.531, 2.119], [-0.302, 4.307, 2.341], [-7.709, 0.860, -1.506], [4.030, 0.238, -1.053], [3.205, -6.122, -0.654], [1.783, -3.734, -1.395], [0.111, 2.940, 3.885], [-4.736, 1.109, -1.044], [3.830, -8.204, -4.235], [-9.078, 0.800, -1.543], [-10.109, 2.966, 1.929], [-0.461, 5.346, -1.344], [-0.258, -2.054, -2.529], [-1.722, -1.995, 5.568], [2.790, -2.262, -2.036], [-0.217, 1.881, -2.065], [-1.509, -1.845, -3.063], [3.515, -7.299, -2.391], [2.422, -5.150, -2.379], [0.093, -1.052, 1.528], [3.818, 5.516, -2.940], [2.867, -6.293, -4.472], [1.777, 1.603, 0.409], [5.315, -3.953, 1.005], [-1.192, -4.062, 5.086], [-1.169, -3.004, 4.779], [-0.337, -3.448, 2.852], [-3.324, -2.712, -3.736], [-0.843, 6.055, -2.038], [-9.861, 0.809, -0.469], [4.119, -2.839, 2.767], [3.033, 5.388, -2.240]],
  "lowdin_charge": [-0.0918, 0.0868, -0.3393, -0.0944, 0.1405, 0.1157, 0.0563, -0.3728, -0.0798, -0.0255, 0.0736, 0.1032, 0.9741, -0.1842, 0.0860, 0.0931, -0.1687, -0.0800, -0.3681, -0.4611, 0.1189, 0.1094, -0.0980, -0.1646, 0.1040, 0.0996, -0.1048, -0.0872, 0.1060, 0.1097, 0.0664, 0.0734, 0.0415, 0.1600, -0.0994, -0.1058, -0.0735, -0.2391, 0.0036, -0.2305, -0.1400, 0.1131, 0.1248, 0.0953, 0.1061, 0.0621, 0.0052, 0.6150, 0.0333, 0.1298, -0.1092, 0.0951, 0.1081, 0.6150, -0.0789, -0.0007, 0.1085, -0.1112, 0.1245, 0.1138, 0.1025, -0.0957, 0.0881, 0.0380, 0.1152, -0.6013, -0.1141, 0.0896, 0.0997, 0.0786, 0.1054, 0.1535, 0.1029, 0.1211, 0.1025, 0.0412, -0.0861, 0.0998, -0.2456, -0.1320, -0.0231, -0.3939, -0.3220, -0.1105, 0.1188, 0.3686, -0.2265, -0.0037, -0.3726, 0.0836, 1.0295, 0.0803, 0.0246, 0.0929, -0.1262, -0.3505, -0.0045, -0.1085, -0.0378, -0.4995, -0.9713, -0.0939, -0.0933, -0.3962, 0.7019, 0.1077, -0.0665, 0.0644, -0.0904, 0.1271, -0.0560, 0.1168, 0.1018, 0.0752, 0.1318, -0.0773, -0.1272],
  "homo_energy_ev": -7.04,
  "charge": 0
}